(1)
A molecular structure, C22H33BBr18N3O8P2S2 at a distorted geometry, computed with ωB97M-V/def2-TZVPD.

Last column: Mulliken charge in e.
Element x y z (Å)
C1 0.8394 0.5024 -5.3513  -1.069
C2 1.8386 0.2891 -4.1009  0.349
O1 2.0753 1.5886 -3.4658  -0.495
B1 1.9817 1.4104 -2.0321  0.210
O2 3.0047 0.6021 -1.3713  -0.490
N1 0.8907 2.0940 -1.3053  0.689
P1 -0.5483 2.4876 -2.2241  0.330
S1 -0.2973 4.1137 -3.2938  -0.272
C3 0.7246 1.7376 0.0836  -1.345
N2 1.3526 2.6527 1.0862  0.822
C4 2.7779 2.2652 1.3215  -0.088
C5 3.3967 2.8625 2.6694  -0.190
O3 3.0445 2.5089 3.8076  -0.496
O4 4.4408 3.8600 2.5005  -0.280
C6 5.6827 3.2352 2.1435  0.572
C7 6.0697 1.7174 2.5648  -0.667
O5 6.5540 3.8704 1.5039  -0.514
P2 1.1546 4.3386 0.6259  0.550
O6 -0.2377 4.7042 0.1218  -0.591
O7 2.4086 4.8791 -0.4303  -0.502
O8 1.3943 5.2457 2.0723  -0.491
N3 0.1078 0.6803 0.5936  1.371
C8 0.0098 0.3464 2.0475  -0.817
C9 -1.2748 -0.5092 2.4700  -0.582
C10 -2.6739 0.2655 2.3467  -0.582
S2 -2.5190 2.1086 2.1682  -0.071
C11 -0.5074 -0.3175 -0.3439  0.716
C12 -1.9708 -0.2249 -0.8590  -0.156
C13 -2.6517 -1.2367 -1.8014  -1.750
C14 -1.8392 -2.4558 -2.3160  -0.535
C15 -0.3761 -2.6005 -1.8118  -0.827
C16 0.3188 -1.5599 -0.8418  -1.298
H1 0.8262 1.5958 -5.7114  0.241
H2 -0.2015 0.1592 -5.0226  0.262
H3 1.2008 -0.2076 -6.1797  0.362
H4 2.8781 -0.0998 -4.4299  0.293
H5 1.3675 -0.3949 -3.2958  -0.237
H6 2.9566 -0.3281 -1.6791  0.320
H7 -1.7175 2.6102 -1.4105  0.114
H8 -0.7966 1.4260 -3.1827  0.006
H9 3.4749 2.5171 0.4529  0.514
H10 2.7844 1.1147 1.4445  0.422
H11 5.5471 1.0083 1.8356  0.178
H12 7.2002 1.5435 2.4812  0.317
H13 5.7186 1.5512 3.6392  0.310
H14 3.2650 4.8300 0.0684  0.396
H15 2.3540 5.4182 2.2133  0.357
H16 0.9320 -0.3139 2.2877  0.314
H17 0.0731 1.2374 2.7541  0.510
H18 -1.3357 -1.5503 1.9698  0.214
H19 -1.1387 -0.7457 3.5950  0.474
H20 -3.2559 0.0746 3.3283  0.408
H21 -3.3581 -0.1076 1.5102  0.142
H22 -3.8064 2.6327 2.2490  0.158
H23 -2.5967 0.6719 -0.5024  0.656
H24 -3.7356 -1.1211 -2.1407  0.813
H25 -2.3126 -3.2339 -3.0213  0.442
H26 0.2339 -3.4912 -2.1593  0.631
H27 1.3882 -1.6720 -0.4568  0.695
C17 -5.9136 -3.9877 -1.5484  -0.135
Br1 -6.0208 -3.9327 -3.4840  -0.043
Br2 -4.5728 -2.7582 -0.8672  0.169
Br3 -7.6423 -3.7019 -0.7199  0.005
H28 -5.5922 -4.9918 -1.2752  0.092
C18 2.2389 7.4614 -3.6326  0.402
Br4 3.5699 6.7466 -4.8494  -0.017
Br5 2.8626 9.0696 -2.7453  -0.032
Br6 0.5331 7.7383 -4.5121  -0.021
H29 2.0797 6.7116 -2.8586  -0.353
C19 0.6129 -5.6024 1.0939  -0.482
Br7 -1.2140 -5.9709 1.6300  0.005
Br8 1.3220 -6.9909 -0.0593  0.042
Br9 0.7848 -3.8399 0.2902  0.190
H30 1.2169 -5.6014 2.0004  0.370
C20 2.7981 -10.6267 0.1496  -0.303
Br10 3.9479 -12.1645 0.4192  -0.036
Br11 3.0458 -9.8415 -1.6076  -0.038
Br12 0.9365 -11.0481 0.4940  0.011
H31 3.0951 -9.8748 0.8791  0.338
C21 -3.8207 5.7794 3.7462  -0.367
Br13 -4.2185 7.6769 3.7608  -0.030
Br14 -2.4280 5.3449 2.4669  0.080
Br15 -3.4012 5.1160 5.5202  -0.019
H32 -4.7245 5.2671 3.4201  0.343
C22 -6.6347 -6.4647 2.6005  -0.319
Br16 -5.5601 -5.1411 3.5262  -0.018
Br17 -5.9401 -6.8437 0.8292  -0.001
Br18 -6.8511 -8.0804 3.6493  -0.003
H33 -7.6264 -6.0345 2.4684  0.359

Results
Multiplicity: 1
Net charge: +1
Gap between HOMO and LUMO in hartree: 0.239

***

(2)
A molecular structure, C22H33BrN4O3PRuS2Te, computed with ωB97M-V/def2-TZVPD.

Last column: Mulliken charge in e.
Element x y z (Å)
Ru1 0.3329 1.0558 0.4508  0.628
S1 1.8393 2.0517 2.1168  -0.171
C1 1.2536 1.5689 3.7163  0.217
C2 -0.0914 1.2859 3.9519  -0.303
C3 -0.5132 0.9199 5.2212  -0.634
C4 0.3964 0.8235 6.2654  -0.456
C5 1.7372 1.0949 6.0324  -0.484
C6 2.1669 1.4645 4.7657  -0.484
H1 -0.8063 1.3811 3.1397  0.573
H2 -1.5611 0.7116 5.3968  0.384
H3 0.0625 0.5404 7.2548  0.374
H4 2.4559 1.0198 6.8380  0.362
H5 3.2129 1.6681 4.5757  0.410
C7 3.7666 -3.6722 -2.3746  -0.980
C8 3.9739 -2.6671 -1.2673  -0.293
O1 3.0750 -1.5699 -1.4895  0.002
P1 3.1632 -0.2382 -0.6194  0.277
O2 2.1392 0.7133 -1.1314  -0.188
Te1 2.9001 -0.7646 1.7204  -0.075
O3 4.6495 0.2781 -0.7959  -0.309
C9 4.9586 1.1104 -1.9474  -0.279
C10 4.9091 2.5643 -1.5435  -1.069
H6 4.4200 -4.5311 -2.2231  0.408
H7 3.9911 -3.2242 -3.3420  0.294
H8 2.7334 -4.0197 -2.3857  0.082
H9 5.0016 -2.2984 -1.2557  0.329
H10 3.7573 -3.1094 -0.2909  0.263
H11 4.2509 0.9072 -2.7518  0.297
H12 5.9548 0.8101 -2.2681  0.396
H13 3.8994 2.8329 -1.2350  0.205
H14 5.1950 3.1919 -2.3884  0.381
H15 5.5939 2.7526 -0.7173  0.308
S2 -1.1203 2.2949 -3.7137  -0.478
C11 -0.5621 2.4676 -2.2023  0.557
N1 -0.1553 2.5914 -1.1062  -0.870
Br1 -0.2774 -4.9007 -3.2094  -0.107
C12 -0.2174 -3.3286 -2.1672  -0.179
C13 -0.0940 -3.4215 -0.7912  -0.688
C14 -0.0509 -2.2423 -0.0704  -0.989
N2 -0.1226 -1.0356 -0.6363  1.761
C15 -0.2346 -0.9694 -1.9666  -0.038
C16 -0.2921 -2.0934 -2.7752  -0.892
H16 -0.0307 -4.3773 -0.2924  0.496
H17 0.0601 -2.2653 1.0064  0.428
H18 -0.2751 0.0179 -2.4129  -0.307
H19 -0.3845 -1.9899 -3.8460  0.611
C17 -4.6777 3.1110 -0.2133  -1.212
C18 -3.9627 2.0312 -1.0163  -0.332
N3 -3.8638 0.7692 -0.2835  0.407
C19 -4.8136 -0.2689 -0.6692  -1.012
C20 -4.3413 -1.0541 -1.8873  -0.679
C21 -2.8383 0.5400 0.5630  1.386
C22 -2.7854 -0.7882 1.2595  -1.811
N4 -1.9208 1.4128 0.8571  -0.490
H20 -4.7417 4.0288 -0.7965  0.429
H21 -4.1445 3.3277 0.7126  0.285
H22 -5.6894 2.7951 0.0449  0.334
H23 -2.9691 2.3562 -1.3216  -0.293
H24 -4.5012 1.8264 -1.9413  0.492
H25 -5.7611 0.2259 -0.8895  0.429
H26 -4.9969 -0.9361 0.1701  0.452
H27 -4.1370 -0.3855 -2.7246  0.304
H28 -5.1044 -1.7705 -2.1926  0.450
H29 -3.4217 -1.5995 -1.6688  -0.040
H30 -3.6477 -0.8908 1.9197  0.581
H31 -1.8809 -0.8238 1.8622  0.135
H32 -2.7882 -1.6219 0.5600  0.325
H33 -2.0741 2.3158 0.4199  0.087

Results
ΔE to the lowest compared entry with this formula, charge and spin in eV: 0.0000
Multiplicity: 6
Net charge: 0
Gap between HOMO and LUMO (alpha / beta) in hartree: 0.270 / 0.231

***

(3)
A molecular structure, C22H33CeFN10O2PSSi at a distorted geometry, computed with ωB97M-V/def2-TZVPD.

Last column: Mulliken charge in e.
Element x y z (Å)
Ce1 0.1855 0.1275 -0.3493  1.016
C1 -0.7962 -3.3053 4.6424  -0.825
N1 -1.0853 -2.6633 3.3707  0.205
C2 -2.1859 -2.9029 2.6087  -0.689
C3 -2.0767 -2.1062 1.5045  -0.608
N2 -0.9313 -1.3681 1.5902  0.397
C4 -0.3489 -1.7184 2.7409  -0.242
P1 1.2029 -1.0689 3.4510  -0.547
C5 0.9302 0.7146 3.2259  0.219
N3 0.4777 1.3108 2.1264  0.404
C6 0.5771 2.6410 2.3568  -0.394
C7 1.0835 2.8621 3.6096  -0.959
N4 1.2948 1.6364 4.1560  0.117
C8 1.8259 1.4304 5.4908  -0.925
C9 2.3778 -1.3758 2.0887  0.155
N5 2.1391 -1.2739 0.7800  0.572
C10 3.3081 -1.5703 0.1544  -0.613
C11 4.2694 -1.8422 1.0921  -1.139
N6 3.6705 -1.7218 2.3066  0.159
C12 4.3535 -1.8919 3.5785  -0.933
H1 -1.6174 -3.9804 4.8667  0.325
H2 -0.7226 -2.5549 5.4265  0.334
H3 0.1294 -3.8738 4.5740  0.319
H4 -2.9311 -3.6143 2.9151  0.447
H5 -2.7521 -2.0129 0.6719  0.539
H6 0.3385 3.3723 1.6028  0.397
H7 1.3082 3.7600 4.1550  0.490
H8 1.1903 1.9471 6.2086  0.359
H9 2.8417 1.8193 5.5388  0.346
H10 1.8295 0.3660 5.7137  0.339
H11 3.4020 -1.5758 -0.9170  0.771
H12 5.3062 -2.1137 1.0099  0.469
H13 5.1118 -2.6619 3.4570  0.351
H14 3.6364 -2.2129 4.3299  0.385
H15 4.8205 -0.9538 3.8776  0.306
C13 -0.0105 -3.0223 -4.3139  -1.025
Si1 1.0040 -2.9161 -2.7294  -0.143
C14 -0.0082 -3.4278 -1.2276  -0.642
C15 2.6348 -3.8567 -2.7670  -1.092
N7 1.2884 -1.1534 -2.4696  0.243
C16 1.8889 -0.2903 -3.2043  0.419
C17 2.6679 -0.4869 -4.3986  -0.804
C18 3.1793 0.5866 -5.0815  -0.637
C19 2.9778 1.9449 -4.6738  -0.562
C20 2.2484 2.2613 -3.5827  -1.354
C21 1.6368 1.1753 -2.7869  1.875
F1 0.1932 1.2871 -2.8269  -0.185
H16 -0.3052 -4.0497 -4.5251  0.397
H17 0.5333 -2.6624 -5.1864  0.355
H18 -0.9234 -2.4343 -4.2215  0.282
H19 -0.1072 -4.5119 -1.1840  0.590
H20 -1.0200 -3.0186 -1.2516  0.147
H21 0.4659 -3.1142 -0.2946  0.117
H22 2.4148 -4.9251 -2.8074  0.432
H23 3.2247 -3.6959 -1.8659  0.350
H24 3.2642 -3.6403 -3.6267  0.359
H25 2.8418 -1.4963 -4.7400  0.386
H26 3.7708 0.4248 -5.9718  0.453
H27 3.4408 2.7119 -5.2775  0.468
H28 2.0956 3.2759 -3.2445  0.522
N8 -1.9925 1.8090 0.0464  -0.438
N9 -2.6688 2.0659 -1.1645  -0.339
C22 -2.9156 1.0683 -2.0439  0.810
N10 -3.6422 1.3756 -3.1179  -0.432
S1 -2.3818 -0.5243 -1.8315  -0.547
H29 -2.6682 1.5201 0.7557  0.293
H30 -1.5551 2.6757 0.3519  0.309
H31 -3.1456 2.9532 -1.2589  0.231
H32 -4.0321 2.2914 -3.2754  0.196
H33 -3.8434 0.6492 -3.7845  0.223
O1 1.9929 1.2213 -1.3880  -0.228
O2 1.1511 2.1540 -0.6409  -0.578

Results
ΔE to the lowest compared entry with this formula, charge and spin in eV: 3.9677
Multiplicity: 2
Net charge: +2
Gap between HOMO and LUMO (alpha / beta) in hartree: 0.289 / 0.293